1.
A molecular structure, C22H25N7O4. Source: the OMol25 dataset; level of theory: wB97M-V/def2-TZVPD.

Structure (XYZ):
```
58
Properties=species:S:1:pos:R:3
C 0.74213 -2.50634 3.55168
C -0.16310 -1.70423 2.67705
N -0.90093 -1.08705 1.99504
H 0.18370 -3.14798 4.23326
H 1.13707 -1.72020 4.19518
H 1.51420 -2.97438 2.94098
C -1.47078 -0.17348 0.57298
C -1.31691 0.78176 1.67579
N -1.20053 1.53349 2.49335
H -0.59715 -0.33622 -0.05819
H -2.20044 0.27938 -0.09829
H -1.89647 -1.09345 0.97365
C -3.75131 -0.81072 -2.24787
C -3.89707 -0.47235 -0.81526
N -3.97534 -0.10850 0.31786
H -3.94694 0.10156 -2.81142
H -4.58196 -1.47140 -2.49609
H -2.80163 -1.24799 -2.55611
C -1.36618 3.49832 2.19154
C -1.37169 3.98402 0.80322
N -1.35571 4.38324 -0.28222
H -2.13495 2.72630 2.22420
H -1.71786 4.22132 2.92754
H -0.44757 3.09705 2.61961
C -0.83774 0.14618 -3.58906
C -1.19083 -0.26543 -2.24162
N -1.47787 -0.54477 -1.17813
H -0.25664 -0.68960 -3.97878
H -0.16324 1.00240 -3.58247
H -1.74781 0.34936 -4.15350
C 0.73776 -1.86752 -1.06834
C 1.91977 -2.45594 -1.55554
C 3.05485 -2.55957 -0.74592
C 3.04227 -2.05614 0.56423
C 1.84675 -1.58146 1.03674
C 0.68621 -1.46702 0.25348
N 4.23185 -2.18473 1.47092
O 4.11614 -1.78180 2.63314
O 5.16600 -2.83189 1.03048
H -0.08888 -1.74871 -1.75317
H 1.97510 -2.79028 -2.58100
H 3.89735 -3.05800 -1.20217
H 1.73443 -1.33110 2.08130
H -0.27685 -1.16281 0.63608
C 1.51176 1.04051 1.13747
C 1.81171 0.32008 -0.03646
C 1.42175 0.84313 -1.27096
C 0.47655 1.90613 -1.30340
C 0.02247 2.48275 -0.08740
C 0.59800 2.06755 1.12253
N -0.01900 2.52048 -2.56043
O -0.88513 3.42552 -2.51894
O 0.43769 2.09901 -3.59149
H 1.82338 0.64575 2.09322
H 2.53543 -0.45735 0.15911
H 1.90078 0.45877 -2.15933
H -0.68508 3.29774 -0.12682
H 0.19851 2.47659 2.03877
```

Kohn-Sham gap in eV: 6.8397
LUMO in eV: -1.08
Energy in Ha: -1536.24264
Energy above the lowest of the compared OMol25 structures with the same formula, charge and spin in kJ/mol: 2831.2
2S+1: 1
Maximum force in eV Å⁻¹: 17.24

Results of the natural (NBO) charge analysis, in e, for atoms 1 through 8: -0.720 0.487 -0.522 0.270 0.262 0.268 -0.760 0.430



2.
A molecular structure, C22H25NO2PtSTe. Source: the OMol25 dataset; level of theory: wB97M-V/def2-TZVPD.

Structure (XYZ):
```
53
Properties=species:S:1:pos:R:3
Pt 1.97637 1.29023 0.48233
O 3.68699 0.37977 -0.05501
C 4.71188 0.24411 0.99477
C 3.97122 0.24276 2.29406
C 4.56561 -0.11629 3.48670
C 3.83340 -0.01371 4.66076
C 2.51917 0.43643 4.60874
C 1.97990 0.76931 3.38695
N 2.69287 0.67325 2.25002
H 4.06468 0.55081 -0.93194
H 5.39629 1.09082 0.92803
H 5.24316 -0.68787 0.80875
H 5.59249 -0.45839 3.49867
H 4.28632 -0.27641 5.60822
H 1.92243 0.54045 5.50400
H 0.96645 1.14191 3.29510
O 1.02826 2.15706 -1.02600
S 1.75189 3.34275 -1.82919
C 0.44683 3.96480 -2.89403
C -0.44045 4.80684 -1.98663
C 0.52080 5.68395 -1.18816
C 1.70059 4.80140 -0.74299
H -0.00537 3.12514 -3.41902
H 0.98696 4.57847 -3.62370
H -1.02527 4.16165 -1.32790
H -1.13769 5.39687 -2.57965
H 0.04287 6.13899 -0.32294
H 0.89875 6.49292 -1.81273
H 1.61030 4.40352 0.27039
H 2.67345 5.28579 -0.83143
Te -1.34035 -1.35553 -0.58651
C -3.34453 -1.32862 -0.75855
C -4.09610 -2.29616 -0.01350
C -5.46682 -2.22576 -0.02638
C -6.10256 -1.27131 -0.82690
C -5.36928 -0.33562 -1.58872
C -4.00214 -0.34721 -1.55261
C -1.13237 -3.35911 -0.61274
C -0.17724 -4.02156 0.20339
C -0.05385 -5.38074 0.10014
C -0.85096 -6.09565 -0.81883
C -1.76713 -5.44863 -1.64997
C -1.94590 -4.09035 -1.53666
H -3.59272 -3.03896 0.59079
H -6.05207 -2.91558 0.56733
H -7.18555 -1.24469 -0.86596
H -5.89661 0.38863 -2.19536
H -3.43575 0.37213 -2.13019
H 0.43234 -3.47216 0.90906
H 0.65467 -5.91470 0.71925
H -0.74344 -7.17241 -0.88020
H -2.34044 -6.01206 -2.37440
H -2.65236 -3.58124 -2.17866
```

Kohn-Sham gap (spin up / spin down) in eV: 5.2038 / 5.2023
LUMO (spin up / spin down) in eV: -15.37 / -15.37
Energy in Ha: -1842.41971
Energy above the lowest of the compared OMol25 structures with the same formula, charge and spin in kJ/mol: 0.0
Total charge: +4
2S+1: 1
Maximum force in eV Å⁻¹: 0.58

Results of the natural (NBO) charge analysis, in e, for atoms 1 through 8: 1.028 -0.672 -0.100 0.175 -0.198 -0.068 -0.206 0.048



3.
2 unconnected molecules or ions with the total composition C22H25O4PS. Source: the OMol25 dataset; level of theory: wB97M-V/def2-TZVPD.

Structure (XYZ):
```
53
Properties=species:S:1:pos:R:3
C -0.16385 2.47434 -2.48180
C -1.39684 3.29362 -1.70807
P -2.98798 2.18841 -1.52467
C -2.81596 0.94580 -3.01531
C -4.24588 0.27714 -3.46458
C -2.59950 1.06948 0.01185
C -1.71256 1.57999 1.31917
C -1.39403 0.55551 2.60227
C -1.97083 -0.97616 2.50761
C -2.84534 -1.47185 1.17471
C -3.19436 -0.47896 -0.08294
C -3.36876 -3.05963 1.12668
O -4.57665 -3.42560 0.64834
C -2.24167 -4.16333 1.68232
C -1.98916 -5.59697 0.92282
C -0.79611 -6.56407 1.56966
C 0.05698 -6.08674 2.92547
C -0.20561 -4.62985 3.69168
C -1.38126 -3.66821 3.02843
C -1.71680 -2.15782 3.66367
O -1.81228 -1.90753 4.97839
H -0.13578 1.33627 -2.19384
H 0.89454 2.93188 -2.21537
H -0.25806 2.56416 -3.66301
H -0.94007 3.58738 -0.64993
H -1.59653 4.24757 -2.37660
H -1.99739 0.12048 -2.74627
H -2.38073 1.52967 -3.93809
H -4.64532 0.75820 -4.46608
H -4.04888 -0.89042 -3.57558
H -5.01069 0.39575 -2.55899
H -1.26414 2.66290 1.38409
H -0.76022 0.87356 3.54171
H -3.83356 -0.89978 -0.96870
H -2.60711 -5.86342 -0.03636
H -0.55777 -7.58473 1.03864
H 0.90326 -6.79586 3.32943
H 0.40755 -4.29353 4.65439
O 2.44755 3.26134 -0.65840
S 3.44404 2.24818 -0.93525
O 3.17867 1.11487 -1.79874
C 4.93192 3.05657 -1.49054
C 5.70242 3.34532 -0.21081
C 5.57300 2.08538 0.64383
C 4.10529 1.66206 0.61744
H 4.68026 3.95728 -2.05301
H 5.47658 2.35377 -2.12808
H 6.74832 3.58991 -0.41793
H 5.25266 4.19626 0.31461
H 6.19433 1.28917 0.21612
H 5.91669 2.25475 1.66906
H 3.99897 0.57560 0.67052
H 3.53865 2.13186 1.42606
```

Kohn-Sham gap in eV: 6.6202
LUMO in eV: -1.41
SMILES: CCP(CC)c1ccc2c(c1)C(=O)c1ccccc1C2=O.O=S1(=O)CCCC1
Energy in Ha: -1893.05664
2S+1: 1
Maximum force in eV Å⁻¹: 8.59

Results of the natural (NBO) charge analysis, in e, for atoms 1 through 8: -0.648 -0.707 0.781 -0.716 -0.645 -0.295 -0.222 -0.179



4.
C22H26BBrN3O8PS in the gas phase. Source: the OMol25 dataset; level of theory: wB97M-V/def2-TZVPD.

Structure (XYZ):
```
63
Properties=species:S:1:pos:R:3
C 4.51275 2.79769 -0.16483
C 3.73519 2.03498 0.36207
C 2.55341 1.40889 1.05888
C 1.77884 0.42393 0.17695
C 1.19017 0.92278 -1.01697
C 1.28384 2.39487 -1.46334
C 2.20370 2.58492 -2.69657
S 2.05527 4.23716 -3.47082
C 0.86209 5.16199 -2.57913
N 1.09118 6.18333 -1.79797
N -0.03270 6.70468 -1.29507
C -1.01336 5.96056 -1.78653
O -0.50392 5.02459 -2.56236
C 0.48326 0.06275 -1.85049
C 0.31047 -1.30136 -1.49605
C 0.83713 -1.80857 -0.31473
C 0.56996 -3.27767 0.02599
C -0.48399 -3.50758 1.14910
P -1.89606 -2.34799 1.12677
O -1.54410 -0.93416 1.37037
O -2.84773 -2.84433 2.37492
C -3.64382 -1.77518 2.91308
C -2.97201 -1.06012 4.12881
O -2.77956 -2.46680 -0.23661
C -3.20606 -1.20322 -0.77446
C -4.25746 -1.37899 -1.91839
C 1.59308 -0.93240 0.50850
B 2.21806 -1.52242 1.86459
O 3.06948 -2.61206 1.87208
O 1.85788 -0.87907 3.02806
C 2.88455 -0.89715 4.03420
C -0.51330 -1.97883 -2.59098
O -0.96170 -3.07890 -2.69390
N -0.63437 -0.95932 -3.60378
Br 0.17256 -1.42276 -5.23277
C -0.23421 0.33647 -3.18183
O -0.41286 1.39419 -3.70696
H 5.30737 3.22742 -0.75535
H 2.94832 0.96678 1.98501
H 1.83270 2.18843 1.37295
H 1.62173 3.05359 -0.64942
H 0.26106 2.69736 -1.75625
H 2.04876 1.80821 -3.46552
H 3.24631 2.44390 -2.35383
H -2.06740 6.13822 -1.58809
H 1.52412 -3.68919 0.41103
H 0.36744 -3.84109 -0.89801
H -0.03640 -3.48992 2.15548
H -0.91135 -4.52440 1.01911
H -4.00035 -1.05720 2.15900
H -4.55947 -2.25581 3.31481
H -3.23193 0.01226 4.05325
H -3.25421 -1.50086 5.09356
H -1.88407 -1.10906 3.94808
H -2.34017 -0.67141 -1.20997
H -3.66654 -0.53989 -0.02451
H -4.56321 -2.42530 -2.06419
H -5.17520 -0.82828 -1.63072
H -3.89762 -0.88815 -2.83707
H 3.70546 -2.59074 1.14701
H 3.90540 -0.77828 3.63355
H 2.70447 -0.01654 4.68195
H 2.78911 -1.77492 4.69832
```

Kohn-Sham gap in eV: 8.5189
LUMO in eV: -0.76
SMILES: C#CCc1c(CCSc2nnco2)c2c(c(CCP(=O)(OCC)OCC)c1B(O)OC)C(=O)N(Br)C2=O
Energy in Ha: -4958.55649
2S+1: 1
Maximum force in eV Å⁻¹: 3.11

Results of the natural (NBO) charge analysis, in e, for atoms 1 through 8: -0.249 -0.006 -0.505 0.048 0.120 -0.476 -0.507 0.282